Record 1
Density functional theory data (ωB97M-V with the def2-TZVPD basis set) for C20H23NO5 in the gas phase.

ORCA input file:
```
! wB97M-V def2-TZVPD RIJCOSX def2/J DEFGRID3
* xyz 0 1
C 3.99 -1.67 -2.12
O 3.56 -1.49 -0.79
C 2.91 -0.34 -0.47
C 2.63 0.69 -1.35
C 1.94 1.82 -0.92
C 1.56 1.95 0.41
C 0.76 3.14 0.88
C -0.69 2.70 0.83
O -1.34 2.36 1.77
O -1.12 2.70 -0.44
C -2.40 2.14 -0.72
C -2.32 0.82 -1.50
O -3.33 0.24 -1.83
N -1.07 0.42 -1.81
C -0.82 -0.89 -2.35
C -0.34 -1.87 -1.26
C -1.35 -1.90 -0.14
C -1.25 -0.99 0.91
C -2.21 -0.94 1.89
C -3.30 -1.80 1.84
C -3.40 -2.71 0.81
C -2.44 -2.76 -0.18
C 1.84 0.91 1.30
C 2.51 -0.23 0.88
O 2.80 -1.29 1.67
C 2.35 -1.28 3.00
H 3.14 -1.68 -2.81
H 4.48 -2.64 -2.14
H 4.70 -0.90 -2.42
H 2.92 0.62 -2.38
H 1.73 2.61 -1.62
H 1.02 3.41 1.90
H 0.91 3.98 0.21
H -2.96 2.87 -1.31
H -2.93 1.95 0.22
H -0.28 0.93 -1.44
H -1.76 -1.24 -2.78
H -0.06 -0.82 -3.14
H 0.63 -1.55 -0.88
H -0.24 -2.86 -1.70
H -0.40 -0.32 0.95
H -2.12 -0.21 2.69
H -4.06 -1.76 2.61
H -4.25 -3.38 0.76
H -2.54 -3.46 -1.00
H 1.52 1.02 2.32
H 2.66 -2.24 3.42
H 2.80 -0.47 3.58
H 1.25 -1.21 3.05
*
```

Computed properties:
- energy relative to the best compared isomer or geometry (same formula, charge and spin) (kcal per mole) = 21.3
- orbital gap (eV) = 9.073
- structure (SMILES) = COc1ccc(CC(=O)OCC(=O)NCCc2ccccc2)cc1OC

***

Record 2
Density functional theory data (ωB97M-V with the def2-TZVPD basis set) for C4H2O2 in the gas phase.

ORCA input file:
```
! wB97M-V def2-TZVPD RIJCOSX def2/J DEFGRID3
* xyz 0 1
O 1.49 -1.85 -0.35
C 1.41 -0.83 -0.99
C 0.77 0.34 -0.40
C -0.22 0.71 0.18
C -1.42 0.79 0.99
O -1.88 1.80 1.45
H 1.69 -0.75 -2.05
H -1.85 -0.22 1.17
*
```

Computed properties:
- energy relative to the best compared isomer or geometry (same formula, charge and spin) (kcal per mole) = 17.5
- orbital gap (eV) = 9.996
- structure (SMILES) = O=CC#CC=O

***

Record 3
Density functional theory data (ωB97M-V with the def2-TZVPD basis set) for a molecular structure, C30H44CeN2O6P2 in a non-equilibrium geometry.

ORCA input file:
```
! wB97M-V def2-TZVPD RIJCOSX def2/J DEFGRID3
* xyz 1 2
Ce -0.93 0.97 0.09
C -1.38 2.06 -2.25
C -2.09 0.84 -2.43
C -3.07 1.94 -0.64
C -2.00 2.78 -1.17
C -3.08 0.73 -1.42
C -0.20 2.51 -3.03
H 0.26 1.67 -3.55
H 0.57 2.95 -2.39
H -0.45 3.27 -3.78
C -1.40 4.03 -0.64
H -0.63 4.41 -1.33
H -0.85 3.86 0.31
H -2.13 4.82 -0.44
C -3.92 2.07 0.58
H -4.54 2.98 0.57
H -3.32 2.08 1.51
H -4.57 1.20 0.68
C -4.01 -0.41 -1.22
H -5.02 -0.22 -1.59
H -4.11 -0.67 -0.16
H -3.64 -1.31 -1.72
C -1.87 -0.14 -3.52
H -2.54 0.04 -4.37
H -2.06 -1.17 -3.19
H -0.84 -0.11 -3.91
C 4.97 -3.52 -0.73
C 4.70 -3.38 -2.02
C 4.41 -4.47 -3.01
C 3.81 -5.77 -2.43
C 2.56 -5.59 -1.62
C 2.47 -5.30 -0.31
C 3.60 -5.19 0.67
C 4.97 -4.79 0.07
H 5.34 -4.75 -3.55
H 4.59 -6.32 -1.89
H 3.73 -4.08 -3.79
H 5.38 -5.64 -0.49
H 5.32 -2.64 -0.16
H 4.85 -2.40 -2.49
H 5.66 -4.65 0.92
H 3.32 -4.46 1.45
H 1.48 -5.30 0.16
H 3.75 -6.15 1.20
H 3.55 -6.41 -3.29
H 1.64 -5.81 -2.17
P 1.58 -0.32 -0.84
C 3.04 0.50 -0.13
C 2.18 -1.03 -2.39
P -0.67 -2.00 0.23
C 1.20 -1.87 0.14
C -0.95 -3.39 -0.92
C -1.15 -2.67 1.84
H 2.76 1.01 0.80
H 3.37 1.27 -0.83
H 3.86 -0.19 0.07
H 2.99 -1.77 -2.23
H 2.56 -0.21 -3.03
H 1.36 -1.51 -2.93
H -0.59 -3.57 2.11
H -2.23 -2.91 1.81
H -1.02 -1.91 2.62
H 1.62 -1.80 1.15
H 1.62 -2.76 -0.37
H -2.01 -3.68 -0.86
H -0.31 -4.25 -0.68
H -0.75 -3.06 -1.95
O -0.13 2.12 4.14
C -0.79 2.60 3.24
O -0.91 2.09 2.01
C -1.57 3.91 3.54
C -2.43 4.48 2.62
C -3.14 5.67 2.89
C -3.01 6.34 4.12
C -2.15 5.77 5.07
C -1.45 4.58 4.78
N -1.93 6.35 6.37
O -2.52 7.41 6.69
O -1.14 5.76 7.14
N -4.00 6.21 1.87
O -4.06 5.59 0.77
O -4.64 7.26 2.09
H -2.55 3.99 1.64
H -3.56 7.27 4.32
H -0.80 4.19 5.56
*
```

Computed properties:
- orbital gap (spin up / spin down) (eV) = 8.025 / 8.012

***

Record 4
Density functional theory data (ωB97M-V with the def2-TZVPD basis set) for a molecular structure, C26H37ClGe2INO3PtTe.

ORCA input file:
```
! wB97M-V def2-TZVPD RIJCOSX def2/J DEFGRID3
* xyz 0 1
Pt 0.09 -0.06 0.00
C -0.66 -1.83 4.57
C -0.87 -1.52 3.09
Ge 0.16 0.02 2.41
C -0.59 1.71 3.12
C -0.34 1.95 4.61
C 2.01 -0.05 3.02
C 3.02 0.01 2.14
Ge 2.50 0.11 0.24
C 2.97 1.79 -0.69
C 4.43 2.17 -0.94
C 2.93 -1.52 -0.79
C 4.40 -1.88 -1.00
C 4.46 0.01 2.55
C 5.46 0.06 1.58
C 6.80 0.05 1.91
C 7.18 0.00 3.24
C 6.20 -0.05 4.23
C 4.86 -0.05 3.88
H -1.19 -2.73 4.87
H -1.01 -1.02 5.21
H 0.40 -1.98 4.80
H -1.92 -1.34 2.87
H -0.56 -2.37 2.48
H -1.66 1.70 2.90
H -0.15 2.52 2.54
H -0.82 1.19 5.22
H -0.73 2.92 4.93
H 0.73 1.93 4.83
H 2.21 -0.10 4.08
H 2.48 2.59 -0.14
H 2.44 1.72 -1.65
H 4.97 2.36 -0.01
H 4.49 3.07 -1.55
H 4.97 1.38 -1.49
H 2.43 -1.37 -1.76
H 2.39 -2.33 -0.30
H 4.96 -1.07 -1.48
H 4.49 -2.75 -1.65
H 4.89 -2.12 -0.06
H 5.18 0.10 0.53
H 7.55 0.09 1.13
H 8.23 0.00 3.52
H 6.48 -0.09 5.27
H 4.12 -0.08 4.67
Cl -4.01 -3.04 -1.19
C -2.40 -3.34 -0.50
C -1.56 -2.08 -0.33
O -0.35 -2.29 -0.05
O -2.06 -0.94 -0.43
H -1.87 -4.03 -1.15
H -2.53 -3.80 0.47
N -0.45 0.96 -4.25
C -0.50 0.82 -2.93
O 0.23 0.03 -2.33
C -1.53 1.61 -2.18
I 0.75 4.38 -2.79
H 0.30 0.49 -4.74
H -0.90 1.74 -4.70
H -2.23 0.89 -1.75
H -2.05 2.37 -2.76
Te -0.58 2.60 -0.53
C -2.37 3.67 -0.13
C -2.95 3.71 1.13
C -4.08 4.48 1.35
C -4.64 5.20 0.31
C -4.06 5.17 -0.95
C -2.92 4.41 -1.18
H -2.52 3.15 1.95
H -4.53 4.50 2.34
H -5.53 5.80 0.48
H -4.49 5.74 -1.76
H -2.45 4.43 -2.15
*
```

Computed properties:
- orbital gap (spin up / spin down) (eV) = 5.370 / 6.275

***

Record 5
Density functional theory data (ωB97M-V with the def2-TZVPD basis set) for 19 unconnected molecules or ions with the total composition C25H16BCl72N3O2 in a non-equilibrium geometry.

ORCA input file:
```
! wB97M-V def2-TZVPD RIJCOSX def2/J DEFGRID3
* xyz 0 1
C 7.04 -5.97 4.03
N 6.30 -5.30 2.94
C 7.08 -5.33 1.68
B 6.09 -3.89 3.29
O 7.20 -3.03 3.35
C 4.71 -3.27 3.68
C 4.01 -2.37 2.68
O 4.27 -2.18 1.49
N 2.92 -1.89 3.38
C 2.39 -3.03 4.18
C 3.50 -4.11 4.13
C 3.13 -5.36 3.29
N 1.86 -5.26 2.56
H 7.89 -6.53 3.65
H 6.40 -6.71 4.51
H 7.43 -5.27 4.76
H 6.83 -4.48 1.05
H 8.15 -5.31 1.85
H 6.82 -6.23 1.12
H 7.32 -2.60 2.50
H 4.86 -2.60 4.54
H 2.23 -1.41 2.82
H 1.46 -3.33 3.70
H 2.13 -2.76 5.20
H 3.61 -4.44 5.16
H 3.93 -5.61 2.61
H 3.04 -6.19 3.99
H 2.00 -5.25 1.56
H 1.23 -6.01 2.80
C -0.09 1.21 3.50
Cl 1.16 2.43 3.32
Cl 0.01 0.47 5.10
Cl -1.70 1.91 3.30
Cl 0.13 -0.06 2.29
C -4.57 2.01 -0.04
Cl -5.16 2.56 1.53
Cl -3.89 3.38 -0.93
Cl -3.32 0.79 0.21
Cl -5.90 1.29 -0.96
C -7.33 6.53 2.52
Cl -8.70 7.61 2.30
Cl -6.53 6.27 0.97
Cl -6.18 7.24 3.66
Cl -7.89 4.98 3.15
C 8.62 -9.92 4.19
Cl 9.13 -9.20 5.72
Cl 9.20 -11.57 4.08
Cl 6.85 -9.90 4.09
Cl 9.29 -8.97 2.85
C 4.54 3.52 5.60
Cl 3.96 4.01 4.01
Cl 3.83 1.96 6.03
Cl 6.30 3.37 5.57
Cl 4.08 4.73 6.80
C -1.45 -4.37 4.95
Cl -2.91 -4.81 5.84
Cl -0.12 -5.43 5.43
Cl -1.74 -4.53 3.22
Cl -1.02 -2.70 5.31
C -10.08 1.66 1.90
Cl -9.65 1.72 3.61
Cl -11.12 0.28 1.60
Cl -10.92 3.15 1.45
Cl -8.60 1.51 0.94
C -7.28 4.38 -3.71
Cl -6.67 5.47 -4.97
Cl -6.99 5.07 -2.12
Cl -9.02 4.14 -3.94
Cl -6.45 2.84 -3.87
C 12.97 -12.78 3.92
Cl 13.37 -12.81 5.64
Cl 11.63 -13.91 3.62
Cl 12.49 -11.15 3.45
Cl 14.37 -13.28 2.98
C -5.52 1.15 -7.56
Cl -5.78 2.86 -7.20
Cl -4.52 0.43 -6.29
Cl -7.08 0.32 -7.62
Cl -4.70 1.01 -9.11
C -2.69 -5.21 10.19
Cl -3.88 -6.51 10.09
Cl -3.51 -3.65 10.07
Cl -1.83 -5.31 11.73
Cl -1.54 -5.37 8.86
C -5.01 -1.90 2.94
Cl -6.29 -0.92 2.21
Cl -3.55 -0.92 3.10
Cl -5.52 -2.46 4.53
Cl -4.67 -3.29 1.91
C -1.12 -0.65 -11.14
Cl -1.68 -0.19 -9.53
Cl -0.58 0.79 -12.01
Cl 0.22 -1.79 -11.00
Cl -2.45 -1.41 -12.02
C -6.71 3.20 -12.43
Cl -5.68 4.32 -13.33
Cl -8.40 3.52 -12.81
Cl -6.30 1.54 -12.87
Cl -6.44 3.43 -10.70
C -5.30 7.99 -8.52
Cl -3.56 7.95 -8.17
Cl -6.17 7.25 -7.17
Cl -5.83 9.66 -8.72
Cl -5.62 7.08 -10.00
C 0.76 9.85 -8.23
Cl 0.49 11.58 -8.00
Cl 1.74 9.22 -6.91
Cl -0.82 9.03 -8.24
Cl 1.58 9.57 -9.77
C -3.45 13.48 -7.20
Cl -2.46 14.54 -8.21
Cl -5.16 13.70 -7.63
Cl -2.99 11.81 -7.47
Cl -3.22 13.90 -5.50
C 6.55 5.01 0.62
Cl 7.80 6.25 0.44
Cl 6.68 4.26 2.21
Cl 4.96 5.76 0.45
Cl 6.75 3.78 -0.63
*
```

Computed properties:
- orbital gap (eV) = 8.611